A molecular structure, C14H11FO10V in a non-equilibrium geometry, computed with wB97M-V/def2-TZVPD.

XYZ file:
```
37
Properties=species:S:1:pos:R:3:mulliken_charge:R:1
C 4.67 -0.22 -2.28 0.17
C -3.59 -0.90 0.72 -0.66
H -5.54 -3.03 -1.08 0.37
C 4.75 0.36 -4.61 -0.34
H 2.83 0.14 -1.28 0.45
O -0.35 0.07 1.97 -0.95
O 1.89 2.14 5.77 -0.83
O -2.00 3.77 2.42 -0.72
C -2.94 -1.78 1.55 -0.56
V 0.66 1.35 2.06 1.88
H -4.19 -4.68 0.27 0.34
H -2.33 -1.32 2.32 0.24
H 5.33 0.33 -5.53 0.32
C 3.52 0.98 -4.51 -0.36
C 1.25 1.59 4.80 0.86
C 3.41 0.34 -2.18 -0.31
C -3.12 -3.15 1.35 0.57
H -3.45 0.16 0.88 0.40
H -2.09 -3.53 2.88 0.31
C 2.87 0.98 -3.29 -0.43
O 1.81 1.05 1.01 -0.97
C -4.75 -2.75 -0.40 -0.83
O 0.26 2.21 4.37 -0.63
C 5.31 -0.30 -3.51 -0.34
C -1.03 4.08 1.60 0.42
O 1.99 1.21 3.79 -0.67
O -5.17 -0.44 -0.95 -0.58
F 5.30 -0.71 -1.17 -0.29
H 1.87 1.38 -3.18 0.41
H -4.90 0.47 -0.81 0.31
C -4.49 -1.39 -0.24 0.96
C -4.01 -3.63 0.40 -0.32
O -2.44 -4.03 2.14 -0.57
H 3.11 1.49 -5.37 0.34
O -0.73 5.32 1.83 -0.77
H 6.23 -0.85 -3.64 0.37
O 0.04 3.31 1.94 -0.57
```

The total energy comes out at -63570.0718 eV. As for the total charge: -3. The gap between HOMO and LUMO comes out at 2.50 eV. The calculation puts the LUMO energy at 5.51 eV.


2 unconnected molecules or ions with the total composition C4H12O in a non-equilibrium geometry, computed with wB97M-V/def2-TZVPD.

XYZ file:
```
17
Properties=species:S:1:pos:R:3:mulliken_charge:R:1
H -1.09 -3.64 0.89 0.30
H 0.45 2.07 -2.47 0.33
H -2.06 -1.80 1.92 0.24
H 0.69 0.39 -2.97 0.33
H -0.38 -1.45 1.35 -0.03
C -1.01 -2.00 2.10 -0.21
C 0.46 0.69 -0.80 -0.15
H -0.57 -1.78 3.07 0.25
H -0.05 1.55 1.09 0.29
H 1.18 -0.06 -0.46 0.27
O -0.90 -3.40 1.80 -0.54
H 1.17 2.45 0.00 0.27
C 0.96 1.16 -2.25 -1.19
C 0.18 1.91 0.07 -1.03
H -0.58 2.63 -0.24 0.31
H -0.50 0.09 -0.86 0.24
H 2.04 1.20 -2.24 0.33
```

The total energy comes out at -6388.9533 eV. The energy above the lowest of the compared OMol25 structures with the same formula, charge and spin comes out at 26.9 kcal/mol. As for the structure (SMILES): CCC.CO. The gap between HOMO and LUMO comes out at 11.16 eV. The calculation puts the LUMO energy at 0.89 eV.


2 unconnected molecules or ions with the total composition CH7BNO in a non-equilibrium geometry, computed with wB97M-V/def2-TZVPD.

XYZ file:
```
11
Properties=species:S:1:pos:R:3:mulliken_charge:R:1
H 1.78 -1.52 -0.64 0.21
H -0.76 -0.23 1.40 0.23
H -0.48 1.06 0.68 0.24
H -2.80 -0.18 0.13 0.28
H 3.23 1.38 0.41 0.49
B 2.40 -0.53 -0.23 0.36
H -2.07 0.51 -1.15 0.31
H -1.63 -1.13 -0.82 0.24
N -0.63 0.14 0.52 -0.45
C -1.76 -0.13 -0.30 -0.79
O 2.73 0.62 0.00 -0.12
```

The total energy comes out at -5355.7126 eV. As for the total charge: +1. The energy above the lowest of the compared OMol25 structures with the same formula, charge and spin comes out at 65.6 kcal/mol. The gap between HOMO and LUMO comes out at 8.17 eV. The calculation puts the LUMO energy at -5.21 eV.


A molecular structure, C9H8IN2ReSbSe4, computed with wB97M-V/def2-TZVPD.

XYZ file:
```
26
Properties=species:S:1:pos:R:3:mulliken_charge:R:1
H -2.03 -0.37 3.24 0.42
C 1.09 -0.45 1.93 0.68
H 0.36 -0.50 3.96 0.51
C -1.23 -0.37 2.52 -1.01
I -0.80 -1.34 -4.06 0.08
H 3.76 -0.57 -0.89 0.50
Se -4.71 3.51 -0.53 -0.09
Re -1.07 -0.01 -1.86 0.70
C 0.70 -0.38 0.57 -0.29
C 1.68 -0.44 -0.42 0.91
N 1.15 -0.48 -1.77 -0.47
N -0.63 -0.28 0.19 0.29
Sb -4.47 2.66 -2.62 1.18
C 2.47 -0.52 2.23 -1.02
H 1.63 0.19 -2.37 0.44
H 1.35 -1.39 -2.18 0.43
C 3.41 -0.55 1.24 -0.71
Se -0.95 2.10 -2.37 0.01
C 0.09 -0.44 2.91 -0.30
C 3.01 -0.52 -0.11 -0.67
H 2.77 -0.57 3.27 0.46
Se -4.69 2.24 -4.83 -0.07
H 4.46 -0.60 1.48 0.45
H -2.58 -0.22 0.89 0.13
Se -3.22 -0.45 -1.61 0.04
C -1.54 -0.29 1.18 0.39
```

The total energy comes out at -290567.8706 eV. As for the total charge: +3. The gap between HOMO and LUMO comes out at 5.66 eV. The calculation puts the LUMO energy at -12.71 eV.


A single C2H4ClPS2 molecule in a non-equilibrium geometry, computed with wB97M-V/def2-TZVPD.

XYZ file:
```
10
Properties=species:S:1:pos:R:3:mulliken_charge:R:1
H 0.79 -1.52 -0.33 0.29
P -1.41 -0.60 -0.86 0.23
Cl -1.84 -1.85 0.71 -0.21
C 0.80 0.50 0.54 -0.59
H 0.63 0.07 1.50 0.36
C 0.48 -0.43 -0.67 -0.66
S -2.02 1.27 -0.07 -0.12
H 1.80 0.67 0.48 0.40
S -0.08 2.07 0.40 -0.09
H 0.84 -0.19 -1.70 0.39
```

The total energy comes out at -45621.2903 eV. The energy above the lowest of the compared OMol25 structures with the same formula, charge and spin comes out at 0.0 kcal/mol. As for the structure (SMILES): ClP1CCSS1. The gap between HOMO and LUMO comes out at 8.59 eV. The calculation puts the LUMO energy at 0.10 eV.


2 unconnected molecules or ions with the total composition C5H17N2O in a non-equilibrium geometry, computed with wB97M-V/def2-TZVPD.

XYZ file:
```
25
Properties=species:S:1:pos:R:3:mulliken_charge:R:1
H 2.32 -1.28 1.07 0.40
H 1.59 0.07 -2.31 0.43
N -1.17 0.53 0.21 -0.24
H -0.80 -0.17 -0.47 0.34
H -0.33 2.22 -0.56 0.40
C 1.26 0.91 0.14 -0.61
H -0.41 2.19 1.17 0.38
H -2.05 0.80 -0.22 0.32
H 3.02 -0.48 -1.44 0.35
H -0.61 -1.95 1.50 0.31
C -0.12 1.59 0.30 -0.67
O -4.25 1.08 -1.45 -0.66
C 1.95 -0.63 -1.57 -1.17
H -1.24 0.00 1.07 0.30
H 0.17 -0.48 2.19 0.42
H -4.91 0.41 -1.24 0.33
C 1.37 -1.44 0.66 -0.32
N 1.12 -0.41 -0.37 -0.11
C 0.33 -1.48 1.76 -1.49
H 1.73 -1.61 -1.94 0.35
H -4.84 1.85 -1.53 0.33
H 1.38 -2.35 0.07 0.42
H 1.98 1.08 0.96 0.33
H 1.76 1.56 -0.59 0.47
H 0.75 -2.02 2.60 0.41
```

The total energy comes out at -10481.6362 eV. As for the total charge: +1. The energy above the lowest of the compared OMol25 structures with the same formula, charge and spin comes out at 29.9 kcal/mol. The gap between HOMO and LUMO comes out at 10.43 eV. The calculation puts the LUMO energy at -2.74 eV.


What did the fifth record say?
A single C2H4ClPS2 molecule in a non-equilibrium geometry, computed with wB97M-V/def2-TZVPD.

XYZ file:
```
10
Properties=species:S:1:pos:R:3:mulliken_charge:R:1
H 0.79 -1.52 -0.33 0.29
P -1.41 -0.60 -0.86 0.23
Cl -1.84 -1.85 0.71 -0.21
C 0.80 0.50 0.54 -0.59
H 0.63 0.07 1.50 0.36
C 0.48 -0.43 -0.67 -0.66
S -2.02 1.27 -0.07 -0.12
H 1.80 0.67 0.48 0.40
S -0.08 2.07 0.40 -0.09
H 0.84 -0.19 -1.70 0.39
```

The total energy comes out at -45621.2903 eV. The energy above the lowest of the compared OMol25 structures with the same formula, charge and spin comes out at 0.0 kcal/mol. As for the structure (SMILES): ClP1CCSS1. The gap between HOMO and LUMO comes out at 8.59 eV. The calculation puts the LUMO energy at 0.10 eV.


- Which formula does entry 5 have?
  C2H4ClPS2